Record 1
ORCA calculation (wB97M-V/def2-TZVPD) on C18H20N as an isolated structure.

Summary:
LUMO energy ... -6.25 eV
Orbital gap ... 0.153 hartree
F_max ... 7.7 eV/Å
Charge ... +1
Energy relative to the best compared isomer or geometry (same formula, charge and spin) ... 101.7 kcal/mol

Element x y z (Å)
C  5.4099  -0.2082  -0.5429
C  4.0066  -0.3416  -0.0431
C  3.7168  -1.1512  1.0663
C  2.4238  -1.2592  1.5540
C  1.3552  -0.5342  0.9402
N  0.0938  -0.5789  1.4062
C  1.6642  0.2586  -0.2042
C  2.9605  0.3444  -0.6763
H  5.4404  0.4679  -1.4019
H  6.0748  0.1922  0.2324
H  5.8213  -1.1766  -0.8523
H  4.5312  -1.6976  1.5470
H  2.1947  -1.8833  2.4206
H  -0.6499  0.0854  1.0414
H  -0.1277  -1.1391  2.2238
H  0.8529  0.7956  -0.7017
H  3.1751  0.9594  -1.5516
C  -1.9149  1.9544  0.7796
C  -2.4617  2.1875  2.2125
C  -3.0446  0.8480  2.5876
C  -2.8233  -0.0959  1.6339
C  -1.8889  0.4208  0.5997
C  -1.9960  -0.1057  -0.7885
C  -2.0855  -1.4967  -0.9657
C  -2.0133  -2.0590  -2.2417
C  -1.9131  -1.2326  -3.3697
C  -1.8868  0.1577  -3.2093
C  -1.9304  0.7232  -1.9306
H  -2.6153  2.3958  0.0602
H  -0.9317  2.4143  0.6236
H  -1.6477  2.5010  2.8827
H  -3.2114  2.9901  2.2198
H  -3.5674  0.7086  3.5329
H  -3.2047  -1.1182  1.6115
H  -2.1800  -2.1342  -0.0832
H  -2.0334  -3.1445  -2.3488
H  -1.8579  -1.6708  -4.3675
H  -1.8234  0.8122  -4.0809
H  -1.9123  1.8101  -1.8163

Cartesian forces (eV/Å) of the 6 atoms listed first:
C 0.37 0.00 -0.13
C -0.41 -0.01 0.07
C -0.13 0.35 -0.42
C -1.21 0.36 -0.19
C 3.14 0.57 -1.85
N -1.70 -0.13 1.29

***

Record 2
ORCA calculation (wB97M-V/def2-TZVPD) on ClZn as an isolated structure.

Summary:
LUMO energy ... -10.81 eV
Orbital gap ... 0.175 hartree
F_max ... 1.5 eV/Å
Charge ... +1
Energy relative to the best compared isomer or geometry (same formula, charge and spin) ... 92.8 kcal/mol

Element x y z (Å)
Zn  0.0427  1.8432  -0.2629
Cl  -0.0427  -1.8432  0.2629

Forces on the atoms, in the same order (eV/Å):
Zn -0.03 -1.46 0.21
Cl 0.03 1.46 -0.21

***

Record 3
ORCA calculation (wB97M-V/def2-TZVPD) on C56H56INO2 as an isolated structure.

Summary:
LUMO energy ... -0.49 eV
Orbital gap ... 0.317 hartree
F_max ... 2.3 eV/Å

Element x y z (Å)
O  3.7212  -1.4081  -2.1494
C  3.8691  -0.3566  -1.5539
O  3.7505  -0.3335  -0.1905
N  4.1431  0.8666  -2.1802
I  4.8572  0.6579  -4.0832
C  3.0194  1.8224  -2.0641
C  1.6194  1.2083  -2.1697
C  1.2354  0.2643  -3.1026
C  -0.0312  -0.2875  -3.1141
C  -0.9315  0.1379  -2.1634
C  -0.5748  1.1019  -1.2617
C  0.6856  1.6423  -1.2460
H  2.8766  -0.6685  0.0503
H  3.0913  2.2769  -1.0700
H  3.1197  2.6549  -2.7645
H  1.9894  -0.0609  -3.8136
H  -0.2490  -1.0504  -3.8529
H  -1.9222  -0.3062  -2.1351
H  -1.3033  1.4394  -0.5295
H  0.9545  2.3847  -0.4995
C  1.2628  -6.3025  -1.6784
C  1.9297  -5.1459  -2.0607
C  2.3877  -4.2559  -1.0971
C  2.1847  -4.5309  0.2490
C  1.5210  -5.6894  0.6310
C  1.0566  -6.5731  -0.3319
H  0.9021  -6.9940  -2.4302
H  2.0920  -4.9359  -3.1107
H  2.9013  -3.3504  -1.3935
H  2.5446  -3.8397  1.0027
H  1.3638  -5.9030  1.6812
H  0.5334  -7.4733  -0.0339
C  -3.4009  1.3044  -5.2124
C  -4.5261  1.5344  -5.9924
C  -4.3996  1.6893  -7.3654
C  -3.1483  1.6037  -7.9604
C  -2.0239  1.3676  -7.1820
C  -2.1476  1.2232  -5.8037
H  -3.5001  1.1893  -4.1399
H  -5.5027  1.5951  -5.5288
H  -5.2764  1.8761  -7.9726
H  -3.0498  1.7200  -9.0326
H  -1.0483  1.2981  -7.6454
H  -1.2743  1.0487  -5.1878
C  2.7463  3.6315  4.0124
C  3.3921  2.4024  4.0180
C  3.7196  1.7843  2.8193
C  3.4094  2.3993  1.6143
C  2.7670  3.6305  1.6085
C  2.4314  4.2452  2.8074
H  2.4879  4.1109  4.9488
H  3.6393  1.9258  4.9583
H  4.2175  0.8226  2.8226
H  3.6688  1.9174  0.6839
H  2.5262  4.1125  0.6676
H  1.9255  5.2032  2.8022
C  -1.2741  6.0890  5.9455
C  0.0346  5.9682  5.5006
C  1.0778  6.4834  6.2589
C  0.8108  7.1126  7.4679
C  -0.4991  7.2303  7.9141
C  -1.5416  6.7221  7.1512
H  -2.0868  5.6893  5.3523
H  0.2415  5.4712  4.5606
H  2.0990  6.3943  5.9087
H  1.6237  7.5107  8.0620
H  -0.7072  7.7192  8.8575
H  -2.5627  6.8181  7.4972
C  -3.6117  -9.0355  -2.6953
C  -2.9442  -7.8797  -3.0781
C  -2.4843  -6.9919  -2.1151
C  -2.6839  -7.2644  -0.7681
C  -3.3482  -8.4217  -0.3855
C  -3.8158  -9.3054  -1.3491
H  -3.9731  -9.7262  -3.4467
H  -2.7830  -7.6705  -4.1283
H  -1.9687  -6.0872  -2.4135
H  -2.3206  -6.5742  -0.0162
H  -3.5021  -8.6347  0.6651
H  -4.3384  -10.2054  -1.0505
C  -1.0101  -3.7421  2.2835
C  -0.8356  -3.7777  3.6601
C  -1.8721  -4.2026  4.4808
C  -3.0798  -4.6007  3.9235
C  -3.2528  -4.5684  2.5461
C  -2.2195  -4.1351  1.7266
H  -0.2038  -3.4087  1.6428
H  0.1089  -3.4737  4.0943
H  -1.7382  -4.2246  5.5551
H  -3.8864  -4.9365  4.5631
H  -4.1944  -4.8805  2.1111
H  -2.3556  -4.1047  0.6524
C  -1.5572  1.4981  7.5421
C  -0.8986  2.6462  7.1228
C  -0.4310  3.5602  8.0571
C  -0.6139  3.3210  9.4122
C  -1.2696  2.1713  9.8324
C  -1.7449  1.2617  8.8975
H  -1.9245  0.7870  6.8125
H  -0.7496  2.8300  6.0655
H  0.0765  4.4568  7.7303
H  -0.2449  4.0319  10.1412
H  -1.4109  1.9844  10.8897
H  -2.2607  0.3678  9.2250
C  3.5130  3.1908  -9.0513
C  2.6852  4.0677  -9.7440
C  1.3294  4.1328  -9.4418
C  0.8090  3.3288  -8.4372
C  1.6347  2.4566  -7.7496
C  2.9811  2.3798  -8.0579
H  4.5679  3.1382  -9.2887
H  3.0972  4.7004  -10.5200
H  0.6834  4.8108  -9.9849
H  -0.2419  3.3772  -8.1812
H  1.2247  1.8307  -6.9652
H  3.6095  1.6855  -7.5148

Cartesian forces (eV/Å) of the 6 atoms listed first:
O 0.55 1.09 0.47
C -0.62 -2.08 -0.85
O -0.01 1.43 -0.46
N -0.14 -0.06 0.20
I 0.05 -0.01 -0.01
C -0.54 0.13 0.54

***

Record 4
ORCA calculation (wB97M-V/def2-TZVPD) on CH6N3O as an isolated structure.

Summary:
LUMO energy (spin up / spin down) ... -6.68 / -6.68 eV
Orbital gap (spin up / spin down) ... 0.340 / 0.340 hartree
F_max ... 7.4 eV/Å
Charge ... +1
Energy relative to the best compared isomer or geometry (same formula, charge and spin) ... 141.2 kcal/mol

Element x y z (Å)
C  -0.7698  -0.2494  -1.0416
N  1.3126  1.1450  0.1511
N  -0.3835  -0.5652  1.2098
N  -0.0307  -0.2166  0.1055
O  0.2388  -0.3918  2.2148
H  -1.8414  -0.0699  -0.9113
H  -0.5928  -1.1957  -1.5994
H  -0.3267  0.4940  -1.6613
H  1.8226  1.2221  -0.7337
H  1.8873  1.0182  1.0716
H  -1.3164  -1.1907  1.1945

Cartesian forces (eV/Å) of the 6 atoms listed first:
C -1.38 -1.30 -2.94
N -2.28 -0.98 2.75
N -2.41 -2.58 2.82
N 5.93 4.12 -1.46
O -0.03 0.02 0.95
H 0.19 0.08 0.09